Entry from OMol25: a cluster of 11 separate species, C41H73F12N3O19S4 in total in a non-equilibrium geometry (ωB97M-V/def2-TZVPD).

SMILES	CCOC(=O)C(F)(F)F.CCOC(=O)C(F)(F)F.CCOC(=O)C(F)(F)F.CCOC(=O)C(F)(F)F.O=S1(=O)CCCC1.O=S1(=O)CCCC1.O=S1(=O)CCCC1.O=S1(=O)CCCC1.CN(C)C=O.CN(C)C=O.CN(C)C=O
E_LUMO	0.256	eV
Kohn-Sham gap	9.90	eV
HOMO level	-9.646	eV

Last column: Mulliken charge in e.
Cartesian coordinates (Å):
1 C 4.46906 -1.27702 6.31245  -0.79
2 C 5.44296 -2.07994 5.41223  -0.38
3 O 5.42662 -1.49523 4.12796  -0.01
4 C 6.33868 -1.98657 3.27415  -0.21
5 O 7.20172 -2.80187 3.44152  -0.54
6 C 6.24601 -1.32021 1.92526  1.37
7 F 7.45454 -0.85231 1.55273  -0.30
8 F 5.90224 -2.30158 1.02366  -0.25
9 F 5.40547 -0.27963 1.85544  -0.20
10 H 4.74224 -0.24140 6.50921  0.30
11 H 4.35232 -1.82160 7.26643  0.38
12 H 3.50599 -1.20676 5.70596  -0.01
13 H 5.10338 -3.10559 5.35399  0.25
14 H 6.48562 -2.10786 5.80498  0.45
15 C -3.76908 -1.27711 -3.38749  -0.34
16 C -4.44588 -0.04510 -3.91986  0.14
17 O -5.88354 -0.42524 -4.00649  -0.31
18 C -6.90256 0.41505 -3.87460  0.31
19 O -6.87339 1.58952 -3.79650  -0.48
20 C -8.27314 -0.22154 -4.18660  0.89
21 F -9.19212 0.68687 -4.21634  -0.23
22 F -8.28145 -0.80050 -5.44489  -0.26
23 F -8.60641 -1.07173 -3.22887  -0.25
24 H -4.05555 -1.41597 -2.37262  -0.21
25 H -2.73449 -1.17032 -3.40200  0.21
26 H -4.00518 -2.13235 -4.11168  0.38
27 H -4.04885 0.31166 -4.82050  0.50
28 H -4.43398 0.76619 -3.16931  -0.22
29 C 5.52568 1.12553 -1.25704  -1.32
30 C 4.66092 -0.06794 -1.51320  1.14
31 O 5.40532 -1.11682 -2.15523  -0.37
32 C 4.75204 -2.18438 -2.48930  0.10
33 O 3.58894 -2.44051 -2.33912  -0.16
34 C 5.83310 -2.96769 -3.31191  0.89
35 F 6.98489 -3.13058 -2.64557  -0.26
36 F 5.35544 -4.18470 -3.51873  -0.18
37 F 6.17354 -2.37647 -4.44604  -0.27
38 H 4.89894 2.03180 -0.81984  0.12
39 H 6.15299 1.42497 -2.14417  0.43
40 H 6.17269 0.85156 -0.42851  0.26
41 H 3.71224 0.12851 -2.12021  -0.03
42 H 4.40380 -0.48748 -0.53047  -0.45
43 C 2.67905 -1.52591 -5.97821  -1.19
44 C 1.64274 -2.26794 -5.05170  0.61
45 O 2.11724 -3.63263 -4.86544  -0.22
46 C 1.68250 -4.52407 -3.98087  0.38
47 O 0.96703 -4.42282 -3.04424  -0.56
48 C 2.47350 -5.83358 -4.15436  0.98
49 F 3.25892 -6.18258 -3.14694  -0.23
50 F 1.48996 -6.73898 -4.26754  -0.27
51 F 3.23475 -5.77976 -5.22235  -0.26
52 H 2.95670 -2.22250 -6.70690  0.43
53 H 3.55627 -1.17904 -5.35976  0.21
54 H 2.20251 -0.61342 -6.49093  0.30
55 H 0.59744 -2.28547 -5.39666  0.47
56 H 1.60299 -1.80444 -4.05623  -0.54
57 C 2.31905 2.15498 1.37477  -0.60
58 O 2.21825 1.03702 0.87682  0.15
59 N 2.55177 2.33204 2.68587  0.91
60 C 2.85215 3.66158 3.16072  -0.91
61 C 2.91260 1.21950 3.46056  -1.39
62 H 2.11205 3.12547 0.88181  0.09
63 H 3.92787 3.71314 3.53182  0.27
64 H 2.19628 4.00147 4.01122  0.22
65 H 2.70312 4.40566 2.38500  0.28
66 H 2.52493 0.32441 2.94196  0.07
67 H 4.00066 0.94204 3.47118  0.48
68 H 2.63353 1.23399 4.48012  0.42
69 C -2.65209 -2.07421 1.79938  -0.17
70 O -1.62040 -2.69722 2.02744  -0.57
71 N -3.58674 -2.46391 0.94620  0.28
72 C -4.78513 -1.72367 0.79259  -0.56
73 C -3.46559 -3.61536 0.05116  -0.56
74 H -2.99102 -1.20781 2.34673  0.49
75 H -4.58601 -0.76854 1.17315  0.06
76 H -5.62714 -2.28787 1.27793  0.31
77 H -5.15375 -1.54738 -0.24182  0.19
78 H -3.62619 -3.26596 -0.96145  0.14
79 H -2.46102 -3.97339 0.23555  0.03
80 H -4.16113 -4.39285 0.41156  0.37
81 C 1.78749 5.64855 -0.76183  0.21
82 O 2.10415 5.75738 0.37148  -0.60
83 N 0.58468 5.86120 -1.22337  0.16
84 C 0.18952 5.61310 -2.60516  -0.92
85 C -0.48912 6.08480 -0.24139  -0.93
86 H 2.53337 5.44326 -1.64526  0.24
87 H -0.26280 6.51399 -2.94366  0.35
88 H -0.47132 4.74756 -2.72643  0.23
89 H 1.01679 5.38760 -3.24159  0.38
90 H -1.20776 5.28952 -0.17884  0.31
91 H -0.08114 6.17092 0.77249  0.27
92 H -0.94787 7.05927 -0.46917  0.35
93 C 2.00333 -3.38679 0.74850  -0.61
94 C 1.06217 -4.47919 1.31947  -0.24
95 C 0.89493 -4.16576 2.85542  -0.81
96 S 1.89253 -2.66106 3.08929  1.29
97 O 3.28858 -3.04543 3.23224  -0.80
98 O 1.25248 -1.86057 4.11825  -0.73
99 C 1.64647 -2.07469 1.44654  1.79
100 H 1.92084 -3.32661 -0.35816  -0.03
101 H 3.03149 -3.65007 0.91141  0.71
102 H 1.46207 -5.42920 1.09860  0.58
103 H 0.12108 -4.33489 0.79836  -0.23
104 H 1.26382 -4.93404 3.54244  0.58
105 H -0.17143 -3.96159 3.03997  0.20
106 H 2.27332 -1.18824 1.28298  -0.82
107 H 0.62823 -1.74578 1.34623  -1.01
108 C -6.84779 3.67040 -0.94547  -0.54
109 C -6.82644 2.73825 0.21415  -0.53
110 C -5.55877 3.07266 1.03218  -0.42
111 S -4.27950 3.20142 -0.17801  1.18
112 O -3.81665 1.84776 -0.49030  -0.52
113 O -3.21410 4.13750 0.13834  -0.86
114 C -5.41907 3.85332 -1.54480  -0.84
115 H -7.28612 4.60395 -0.57265  0.38
116 H -7.60761 3.33992 -1.69302  0.29
117 H -6.77672 1.67212 -0.05905  0.15
118 H -7.65171 2.89748 0.89880  0.47
119 H -5.15155 2.39661 1.80837  -0.12
120 H -5.52952 4.06744 1.49969  0.49
121 H -5.15024 3.32334 -2.45755  0.29
122 H -5.13238 4.87742 -1.60940  0.45
123 C -0.31639 1.41192 3.55380  1.29
124 C -1.14691 0.46426 4.48370  -0.55
125 C -2.37624 1.25565 4.95234  -1.03
126 S -2.93836 2.09236 3.48799  1.15
127 O -3.74247 3.27159 3.79289  -0.82
128 O -3.56020 1.06584 2.64223  -0.69
129 C -1.27766 2.40899 2.76129  0.12
130 H 0.21879 0.86002 2.80769  -1.13
131 H 0.40573 1.99392 4.12101  0.16
132 H -0.54428 0.03727 5.26848  0.68
133 H -1.45843 -0.33649 3.83869  -0.20
134 H -2.09867 2.05031 5.64060  0.42
135 H -3.24990 0.68209 5.34029  0.45
136 H -0.98696 3.45259 2.97722  0.65
137 H -1.37397 2.20825 1.67881  -0.82
138 C -0.78235 -1.21657 -0.90974  -0.74
139 C -1.17017 0.12738 -0.23953  2.12
140 C -0.82525 1.30173 -1.07999  -0.26
141 S 0.29062 0.63413 -2.31465  1.55
142 O 1.52559 1.39585 -2.47113  -0.74
143 O -0.49018 0.39739 -3.54262  -0.77
144 C 0.59299 -0.86410 -1.47596  1.45
145 H -1.41129 -1.43708 -1.76997  -0.22
146 H -0.69774 -2.08290 -0.24285  0.06
147 H -0.59016 0.12554 0.70711  -1.60
148 H -2.20817 0.14483 0.01014  0.57
149 H -0.44395 2.22051 -0.53634  -0.16
150 H -1.66437 1.56544 -1.73262  0.16
151 H 1.33570 -0.59289 -0.71367  -1.16
152 H 1.01757 -1.72830 -1.96236  0.05